[1]
A structure of composition C37H50N6PbSi. Source: OMol25; level of theory: wB97M-V/def2-TZVPD.

```
95
C37H50N6PbSi (wB97M-V/def2-TZVPD)
Pb -0.217 -0.153 -0.008
C 1.593 2.083 3.171
C 2.820 1.225 2.873
C 2.706 0.306 1.652
N 1.500 -0.507 1.640
C 1.347 -1.482 2.489
C 2.388 -1.906 3.368
C 2.399 -2.733 4.465
C 1.357 -3.414 5.090
C 0.073 -3.492 4.606
C -0.475 -3.004 3.423
C 0.053 -2.214 2.385
N -0.598 -2.018 1.253
C -1.791 -2.792 0.954
C -3.092 -2.128 1.400
C -3.369 -0.876 0.575
N -2.375 0.160 0.786
C -2.611 1.216 1.507
C -3.741 1.301 2.375
C -4.346 2.364 3.001
C -4.032 3.720 2.965
C -2.914 4.251 2.361
C -1.838 3.624 1.741
C -1.569 2.278 1.430
N -0.410 1.892 0.934
C 0.715 2.807 0.839
C 1.309 3.220 2.191
H 1.738 2.529 4.158
H 0.709 1.445 3.255
H 3.031 0.623 3.760
H 3.690 1.874 2.722
H 3.599 -0.328 1.589
H 2.712 0.891 0.737
H 3.353 -1.477 3.135
H 3.373 -2.838 4.933
H 1.582 -3.933 6.013
H -0.628 -4.053 5.216
H -1.510 -3.283 3.288
H -1.699 -3.794 1.382
H -1.841 -2.912 -0.128
H -3.058 -1.876 2.464
H -3.914 -2.834 1.250
H -4.373 -0.492 0.770
H -3.332 -1.146 -0.484
H -4.215 0.346 2.561
H -5.218 2.100 3.590
H -4.707 4.402 3.464
H -2.825 5.332 2.407
H -1.068 4.312 1.421
H 0.428 3.708 0.281
H 1.470 2.323 0.224
H 0.631 3.920 2.684
H 2.232 3.776 1.992
C -2.219 3.260 -1.924
C -2.293 1.919 -2.598
C -3.005 1.732 -3.772
C -3.053 0.449 -4.311
C -2.410 -0.593 -3.682
C -1.698 -0.332 -2.495
N -1.655 0.916 -1.995
N -1.037 -1.278 -1.761
Si -0.210 -2.633 -2.487
C 1.123 -3.213 -1.311
C 0.583 -2.130 -4.108
C -1.366 -4.080 -2.802
H -2.318 4.072 -2.642
H -1.273 3.356 -1.392
H -3.021 3.356 -1.188
H -3.505 2.564 -4.247
H -3.605 0.265 -5.225
H -2.460 -1.598 -4.079
H 1.840 -2.418 -1.090
H 1.672 -4.034 -1.782
H 0.716 -3.579 -0.367
H 1.139 -1.201 -3.966
H -0.143 -1.972 -4.907
H 1.281 -2.904 -4.438
H -1.789 -4.468 -1.872
H -0.811 -4.895 -3.277
H -2.196 -3.820 -3.462
C 3.186 1.392 -4.185
C 3.615 0.707 -2.881
C 4.203 -0.677 -3.188
C 4.663 1.568 -2.162
C 2.446 0.544 -2.000
C 1.493 0.406 -1.270
H 4.050 1.522 -4.840
H 2.752 2.372 -3.981
H 2.441 0.793 -4.709
H 5.080 -0.574 -3.831
H 3.470 -1.303 -3.697
H 4.504 -1.181 -2.268
H 5.541 1.697 -2.798
H 4.977 1.095 -1.230
H 4.257 2.553 -1.928
```

Summary:
Relative energy (zero: lowest compared OMol25 entry of this formula, charge and spin)   0.0 kcal/mol

[2]
A cluster of 11 separate species, C20H60NO23 in total at a distorted geometry. Source: OMol25; level of theory: wB97M-V/def2-TZVPD.

```
104
C20H60NO23 (wB97M-V/def2-TZVPD)
N -0.684 -0.534 0.181
O -1.580 -0.033 -0.486
O -0.594 -1.726 0.436
O 0.164 0.212 0.638
C -0.169 -0.727 -6.502
C -0.725 -2.058 -7.125
O -1.902 -1.751 -7.833
O 0.462 0.264 -7.307
H 0.497 -1.028 -5.693
H -1.070 -0.338 -6.027
H -0.811 -2.756 -6.292
H 0.060 -2.408 -7.796
H -2.266 -2.590 -8.125
H 0.684 1.043 -6.793
C -2.611 -3.373 6.395
C -2.353 -2.841 7.812
O -2.163 -3.786 8.802
O -3.856 -3.947 6.334
H -1.917 -4.165 6.110
H -2.465 -2.544 5.702
H -3.134 -2.134 8.093
H -1.413 -2.294 7.750
H -2.991 -4.257 8.914
H -4.558 -3.324 6.134
C -3.420 5.734 -4.095
C -2.897 6.215 -5.476
O -3.878 5.971 -6.482
O -4.464 6.597 -3.597
H -2.577 5.903 -3.425
H -3.713 4.689 -3.990
H -1.939 5.783 -5.765
H -2.735 7.293 -5.447
H -3.799 5.085 -6.846
H -5.176 6.488 -4.233
C -5.768 5.089 3.773
C -4.878 4.181 2.948
O -3.714 4.793 2.451
O -5.304 5.534 5.017
H -6.755 4.638 3.874
H -5.922 5.913 3.077
H -5.414 3.672 2.147
H -4.532 3.387 3.610
H -3.104 4.094 2.204
H -4.660 6.243 4.947
C 4.773 -4.487 -3.375
C 6.209 -4.896 -2.956
O 6.306 -6.211 -2.381
O 4.260 -5.153 -4.533
H 4.627 -3.413 -3.487
H 4.046 -4.688 -2.588
H 6.655 -4.143 -2.307
H 6.877 -4.859 -3.816
H 6.148 -6.780 -3.138
H 4.699 -4.758 -5.291
C 5.582 -1.445 2.656
C 6.318 -0.069 2.359
O 7.352 -0.256 1.469
O 6.430 -2.399 3.259
H 5.077 -1.878 1.792
H 4.695 -1.293 3.270
H 6.599 0.429 3.287
H 5.616 0.593 1.852
H 7.851 -1.013 1.786
H 5.989 -3.049 3.811
C -1.056 -7.767 0.354
C -0.243 -8.253 1.563
O -0.952 -9.179 2.340
O -2.248 -7.007 0.706
H -1.371 -8.637 -0.224
H -0.460 -7.092 -0.260
H -0.070 -7.349 2.147
H 0.773 -8.458 1.225
H -1.654 -8.685 2.769
H -1.972 -6.108 0.901
C 2.380 5.896 6.716
C 1.957 5.261 5.352
O 2.723 4.180 4.977
O 3.721 6.338 6.918
H 2.193 5.085 7.419
H 1.651 6.659 6.988
H 2.203 5.935 4.532
H 0.903 4.989 5.285
H 2.329 3.776 4.200
H 4.279 5.620 7.227
C -7.074 -2.155 -1.960
C -6.332 -2.840 -3.106
O -6.333 -4.178 -2.964
O -6.321 -2.277 -0.757
H -8.030 -2.667 -1.849
H -7.428 -1.147 -2.174
H -5.286 -2.537 -3.069
H -6.766 -2.699 -4.096
H -6.105 -4.219 -2.032
H -5.560 -1.714 -0.917
C 6.111 4.837 -2.469
C 4.594 4.768 -2.711
O 4.053 4.917 -4.000
O 6.552 6.195 -2.759
H 6.655 4.276 -3.229
H 6.494 4.607 -1.474
H 4.127 5.412 -1.966
H 4.224 3.819 -2.325
H 3.772 5.832 -4.073
H 7.500 6.128 -2.889
```

Summary:
Relative energy (zero: lowest compared OMol25 entry of this formula, charge and spin)   77.3 kcal/mol
Net charge   -1

[3]
A structure of composition C5H12N2O at a distorted geometry. Source: OMol25; level of theory: wB97M-V/def2-TZVPD.

```
20
C5H12N2O (wB97M-V/def2-TZVPD)
C -2.310 -0.110 0.260
C -2.185 0.388 -1.136
N -2.562 0.679 1.314
N -1.284 0.325 1.892
H -2.802 1.659 1.189
H -0.580 0.700 1.248
H -2.324 -1.174 0.459
H -1.141 0.648 -1.342
H -2.774 1.299 -1.287
H -2.493 -0.363 -1.865
C 1.272 -1.431 -0.021
C 2.019 -0.141 -0.108
C 3.336 0.008 0.013
O 1.160 0.911 -0.349
H 1.662 1.734 -0.384
H 0.550 -1.391 0.797
H 0.718 -1.608 -0.946
H 1.954 -2.262 0.145
H 3.815 0.975 -0.073
H 3.969 -0.846 0.194
```

Summary:
Relative energy (zero: lowest compared OMol25 entry of this formula, charge and spin)   125.9 kcal/mol

[4]
The ion C3H6N3 with charge +1 at a distorted geometry. Source: OMol25; level of theory: wB97M-V/def2-TZVPD.

```
12
C3H6N3 (wB97M-V/def2-TZVPD)
H 2.170 -1.498 0.048
N 1.792 -0.932 0.765
N 0.794 -0.341 0.434
C -0.052 0.460 1.341
N -1.067 0.945 0.815
C -1.091 0.693 -0.629
C 0.075 -0.363 -0.831
H 0.079 0.704 2.384
H -0.971 1.606 -1.037
H -2.042 0.214 -0.700
H -0.380 -1.459 -0.927
H 0.693 -0.028 -1.664
```

Summary:
SMILES   [H]/N=[N+]1/C=NCC1
Relative energy (zero: lowest compared OMol25 entry of this formula, charge and spin)   68.5 kcal/mol
Net charge   +1

[5]
The ion C2H4IN2 with charge +1 at a distorted geometry. Source: OMol25; level of theory: wB97M-V/def2-TZVPD.

```
9
C2H4IN2 (wB97M-V/def2-TZVPD)
C 0.105 1.620 -0.192
C -0.586 -0.455 0.797
N -0.625 0.613 0.104
N 0.232 -1.510 0.714
I -1.907 -0.814 2.444
H 0.983 1.734 0.369
H -0.303 2.351 -0.934
H 1.010 -1.323 0.038
H 0.037 -2.453 1.040
```

Summary:
2S+1   3
Relative energy (zero: lowest compared OMol25 entry of this formula, charge and spin)   21.1 kcal/mol
Net charge   +1

[6]
The molecule C6H7Cl at a distorted geometry. Source: OMol25; level of theory: wB97M-V/def2-TZVPD.

```
14
C6H7Cl (wB97M-V/def2-TZVPD)
C 0.214 -2.245 1.367
C 0.634 -1.003 0.881
C 0.012 -0.067 -0.016
C -1.183 -0.429 -0.608
C 0.558 1.318 -0.544
C -0.199 2.316 -0.970
Cl 2.393 1.497 -0.435
H 0.598 -2.720 2.189
H -0.490 -2.844 0.876
H 1.451 -0.394 1.366
H -1.501 0.418 -1.152
H -1.744 -1.316 -0.533
H 0.499 3.033 -1.305
H -1.242 2.436 -1.117
```

Summary:
SMILES   C=CC(=C)C(=C)Cl
Relative energy (zero: lowest compared OMol25 entry of this formula, charge and spin)   58.9 kcal/mol